Below is 16 unconnected molecules or ions with the total composition C38H82BCl30N6O3S2, with properties calculated with ωB97M-V/def2-TZVPD.

Structure (XYZ):
```
162
Properties=species:S:1:pos:R:3:forces:R:3:lowdin_charge:R:1
C 5.31655 2.70293 -0.61781 0.1728 0.5109 -0.4624 -0.12
O 5.63704 2.29325 0.68011 0.0805 -0.3583 0.4355 -0.18
C 4.74657 1.29344 1.15741 -0.0863 1.0192 -0.4972 -0.21
C 3.45475 1.94564 1.65228 -0.4067 -0.1757 0.3389 -0.16
C 2.65843 1.07689 2.62529 0.5599 -0.6162 -0.2279 -0.22
C 2.40383 -0.37334 2.13763 -0.8521 1.6831 -0.2530 -0.21
C 1.87379 -0.33498 0.68056 1.4524 -0.4692 0.5938 -0.19
N 1.00712 -1.48748 0.20793 0.4032 0.0809 -0.9672 -0.29
S 1.75277 -2.92785 1.00302 0.2258 -0.1582 0.5411 1.08
C 1.24593 -1.67164 -1.31132 0.3857 -0.0627 -0.5516 -0.21
C 1.25252 -0.34732 -2.10068 0.0745 0.0286 0.0576 -0.11
C 0.99122 -0.40431 -3.60495 -0.6998 0.5694 -0.2327 -0.26
C -0.50328 -0.36785 -4.02241 0.7954 0.1603 -0.0891 -0.53
S -0.85956 0.98815 -5.19204 -0.0804 -0.0635 -0.1005 0.73
C 0.34543 -2.78121 -1.80915 -0.7002 -0.6663 0.2530 -0.41
N 0.74176 -3.30521 -3.11157 -0.0608 0.7177 -0.0923 0.08
N -1.01362 -2.30539 -1.82158 0.3319 -0.5306 -0.5024 0.06
C -1.39202 -1.39330 -0.76247 0.3820 0.2737 -0.6320 -0.25
C -2.90215 -1.53084 -0.55912 -0.7449 1.5697 -0.0067 -0.11
C -3.66510 -0.27040 -1.07212 -0.3314 -1.0799 -0.1709 -0.19
C -4.16715 -0.46313 -2.49990 -0.6309 1.2183 0.3892 -0.18
C -5.09730 0.70106 -2.87184 0.2304 0.1385 0.5894 -0.28
N -4.42187 1.99972 -2.73292 0.1540 -0.1919 -0.5209 0.03
C -0.51323 -1.39622 0.52223 -1.1511 -1.3026 1.6637 -0.18
C -0.81123 -0.14222 1.37533 0.1539 -0.3998 -0.3312 -0.01
C -2.26308 0.07440 1.77035 -0.7267 0.5846 0.0880 -0.44
O -2.84010 1.00431 1.26394 -0.0621 0.2602 -0.3278 0.11
N -2.92253 -0.72491 2.72795 0.8400 0.3295 -0.5291 -0.16
C -4.36735 -0.56474 2.65562 0.0248 -0.3621 0.6432 -0.06
C -2.41326 -0.41835 4.06203 -0.1206 -0.2794 0.3538 -0.06
B -0.88232 -2.71693 1.45853 -0.0996 -0.5376 0.3146 -0.62
O -0.79273 -2.66085 2.85062 0.6549 -0.1975 -0.8139 0.09
N -1.41644 -3.96247 0.88353 -0.2780 -0.2447 0.7103 -0.08
C -2.87054 -4.10702 1.28365 0.7980 0.8780 -0.2393 -0.03
C -0.73381 -5.15257 1.44978 -0.6324 -0.1248 -0.6561 -0.12
H 5.82938 3.64076 -0.78526 0.1494 0.2084 -0.0122 0.07
H 5.65492 2.00332 -1.38474 0.0496 -0.3190 0.0044 0.10
H 4.25723 2.89647 -0.77099 -0.2587 -0.0189 0.1120 0.08
H 4.58600 0.62610 0.30937 -0.1730 -0.5385 0.1399 0.11
H 5.25112 0.78246 1.96806 0.1225 -0.2019 0.1680 0.13
H 3.73436 2.85051 2.17879 0.1770 0.2110 0.1317 0.13
H 2.80906 2.28880 0.85041 0.0427 -0.0180 -0.4232 0.10
H 1.73443 1.52424 2.97007 -0.1982 0.3432 -0.1819 0.10
H 3.27662 0.95693 3.50495 0.0662 0.0546 0.3562 0.07
H 3.36664 -0.85046 2.18554 0.0331 -0.7450 -0.0275 0.10
H 1.69242 -0.78390 2.84601 0.0579 -0.4810 0.1153 0.07
H 2.79305 -0.43961 0.11893 0.0009 -0.1475 -0.5123 0.11
H 1.50674 0.63746 0.40281 -0.8129 -0.0111 -0.0027 0.12
H 2.01592 -3.75527 -0.03305 -0.3403 0.3716 -0.1065 -0.11
H 2.25852 -2.05721 -1.37201 0.2857 -0.0260 0.0938 0.13
H 0.58829 0.40141 -1.67738 -0.3165 -0.0418 0.1469 0.12
H 2.24147 0.08137 -1.98071 0.2806 0.0458 0.0796 0.11
H 1.50155 -1.20722 -4.11185 0.1066 -0.3880 0.1395 0.09
H 1.42841 0.49345 -4.01955 0.2460 0.3204 0.1285 0.04
H -1.17167 -0.31609 -3.17767 -0.1024 0.1415 0.0733 0.02
H -0.72394 -1.28768 -4.54799 -0.3213 -0.0781 -0.1888 0.06
H -0.44345 2.04129 -4.45708 -0.1042 -0.2922 0.0564 -0.11
H 0.35391 -3.65390 -1.14029 0.3653 0.2702 0.6060 0.09
H 1.54174 -3.92045 -2.99401 -0.2963 0.0890 -0.1306 -0.01
H -0.03525 -3.87975 -3.41380 0.2166 -0.0823 -0.1878 -0.03
H -1.61144 -3.11717 -1.86557 -0.2733 0.0292 0.2874 0.11
H -1.25219 -0.39641 -1.18311 -0.0319 0.2796 0.0806 0.12
H -3.32866 -2.33268 -1.14776 0.3433 -0.5537 0.0164 0.11
H -3.23940 -1.68910 0.45841 0.4603 -0.2093 0.1932 0.07
H -3.10111 0.64024 -0.94317 0.2100 0.1304 -0.1628 0.09
H -4.54896 -0.16156 -0.44587 -0.1787 0.1507 0.1129 0.10
H -3.35686 -0.49844 -3.21973 0.1697 -0.2973 -0.1950 0.10
H -4.79994 -1.34544 -2.52816 0.2183 -0.4942 -0.2305 0.11
H -5.48961 0.56045 -3.87096 0.0922 0.1380 -0.0257 0.02
H -5.94845 0.70112 -2.18970 -0.2595 -0.3473 0.0447 0.11
H -4.69781 2.62034 -3.47914 0.0345 0.1697 -0.1015 0.02
H -4.68238 2.43870 -1.86545 0.0274 0.1122 0.1854 0.06
H -0.57020 0.72475 0.77510 0.0372 0.4189 0.1182 0.13
H -0.24307 -0.13876 2.29691 0.3744 -0.0077 0.0690 0.11
H -4.78375 -1.24010 3.39632 -0.1308 -0.2285 0.0750 0.10
H -4.70540 -0.87835 1.67882 -0.2586 0.1894 -0.2344 0.08
H -4.71418 0.43138 2.91730 0.0236 0.2624 -0.2752 0.05
H -1.33675 -0.49792 4.11728 0.1973 -0.0300 -0.0645 0.05
H -2.81865 -1.12899 4.76992 -0.0608 -0.1815 0.1346 0.07
H -2.70887 0.58265 4.38143 -0.0517 0.1882 -0.0499 0.11
H 0.07889 -2.38265 3.14476 -0.1132 0.3407 0.3678 0.07
H -3.01126 -4.91540 1.98591 0.0197 -0.3750 0.0093 0.09
H -3.46161 -4.23126 0.38812 -0.3601 -0.1691 -0.0519 0.08
H -3.17244 -3.20942 1.81773 -0.3866 0.0807 -0.0093 0.07
H 0.26773 -5.27621 1.05627 0.2666 0.1504 0.1568 0.03
H -1.28940 -6.01412 1.09333 -0.0200 -0.2575 -0.0837 0.08
H -0.77715 -5.18934 2.53524 0.3002 0.1334 0.2420 0.09
C -5.37426 5.45463 -2.66827 -0.0975 -0.0303 0.0845 -1.05
Cl -5.92520 7.07334 -2.21167 0.0880 -0.0912 -0.0332 0.51
Cl -4.48573 5.43062 -4.19691 -0.0071 0.0565 0.0846 0.50
H -4.72381 5.07269 -1.88962 0.0635 0.1058 0.0031 0.02
H -6.24906 4.82323 -2.77270 -0.0156 0.0192 -0.0642 0.02
C -7.70858 1.91065 3.17626 -0.0546 -0.0231 -0.0035 -1.02
Cl -6.95647 2.31891 1.62843 -0.0193 -0.0341 -0.0288 0.50
Cl -6.58247 2.11039 4.52475 -0.0266 -0.0142 0.0427 0.51
H -8.55836 2.56273 3.33466 0.0499 0.0881 -0.0053 0.03
H -8.02969 0.87687 3.14322 0.0693 -0.0345 -0.0134 0.02
C -1.28328 -2.81702 7.74387 0.0587 -0.0404 0.2203 -1.00
Cl -1.64153 -1.21010 8.38642 -0.0318 0.0424 -0.0678 0.51
Cl -0.70427 -2.73379 6.07397 -0.0020 -0.1595 -0.0261 0.55
H -0.51575 -3.27479 8.35740 0.0560 0.0715 -0.0092 -0.02
H -2.18770 -3.41229 7.76808 -0.0513 0.0513 -0.0843 0.03
C 2.54804 0.62727 -6.87243 -0.0111 0.0073 -0.0354 -1.02
Cl 3.23107 0.98999 -8.46020 -0.1787 0.0066 -0.0421 0.56
Cl 3.75012 0.85709 -5.58959 0.0334 -0.0112 0.0371 0.51
H 1.70908 1.28650 -6.69066 0.0254 0.0663 0.0197 -0.01
H 2.21965 -0.40509 -6.85970 0.0766 -0.0376 -0.0083 0.03
C 5.68860 5.88125 -2.79094 0.0380 0.1002 -0.0663 -1.03
Cl 4.10264 6.14352 -2.04945 -0.0466 -0.1958 0.1096 0.49
Cl 6.89922 6.99102 -2.14379 0.0039 -0.0555 -0.0284 0.52
H 6.00238 4.86480 -2.58939 0.0052 0.0050 0.0575 0.00
H 5.60059 6.04413 -3.85779 -0.0553 0.1073 -0.0140 0.01
C 2.09622 -6.98926 -1.89857 -0.1656 -0.1761 -0.0052 -0.94
Cl 0.37646 -6.86504 -1.52843 0.0112 -0.0002 -0.0266 0.56
Cl 2.88123 -5.39583 -1.84937 0.4342 -0.1889 0.1697 0.60
H 2.57035 -7.62770 -1.16363 0.0198 0.0780 0.0688 0.03
H 2.21770 -7.39900 -2.89388 -0.0190 0.1053 -0.0555 0.04
C 3.20142 9.54953 -3.30986 0.2071 0.1597 0.0534 -1.04
Cl 3.80927 8.47578 -4.56849 0.0513 -0.0163 -0.1942 0.51
Cl 1.71713 10.36557 -3.79771 -0.0562 0.1239 -0.0585 0.52
H 3.00388 8.96660 -2.42453 -0.0913 -0.1351 0.0788 -0.05
H 3.95564 10.29972 -3.10497 -0.0035 0.0432 -0.0952 0.03
C 6.62714 -0.11474 -8.90566 0.0128 -0.0079 -0.0261 -1.05
Cl 7.31785 0.24100 -10.49227 -0.0507 -0.0194 -0.0190 0.51
Cl 7.80647 0.12278 -7.60852 -0.0392 -0.0262 0.0622 0.49
H 5.78830 0.54543 -8.73485 0.0921 0.0718 0.0148 -0.06
H 6.29910 -1.14706 -8.89248 0.0890 -0.0412 -0.0122 0.03
C 2.59403 1.59416 6.54544 0.0672 0.1663 0.0228 -1.00
Cl 1.83372 0.25252 5.67409 -0.1293 -0.2584 0.2357 0.54
Cl 1.64912 3.07692 6.40243 0.0411 -0.0100 -0.0039 0.53
H 2.67155 1.32479 7.59130 -0.0963 -0.0443 0.0102 0.03
H 3.57890 1.76601 6.12684 -0.0261 -0.0001 -0.0720 0.03
C -3.21881 -1.68973 11.84616 -0.1307 0.0691 0.0002 -1.02
Cl -1.73756 -2.64623 11.69414 0.0322 0.0588 -0.0075 0.53
Cl -4.50102 -2.59032 12.65772 -0.0022 0.0391 -0.0259 0.52
H -2.99588 -0.80089 12.42316 0.0516 -0.0488 0.0788 0.03
H -3.55538 -1.41989 10.85235 0.0241 -0.0802 -0.0433 0.00
C 0.82982 -5.13535 11.53793 -0.0185 -0.0194 0.1118 -1.03
Cl 1.48668 -4.66505 9.95978 -0.0396 0.0007 -0.0853 0.51
Cl 2.01893 -4.94302 12.82578 -0.0449 -0.0083 -0.0142 0.52
H -0.02166 -4.50312 11.75165 0.0599 -0.0071 0.0255 -0.06
H 0.52844 -6.17444 11.49204 0.0780 -0.0317 -0.0455 0.03
C 8.78722 0.48117 0.18873 -0.0973 0.0576 0.0147 -1.04
Cl 9.66324 0.71168 -1.32872 -0.0695 -0.0144 -0.0405 0.51
Cl 9.84107 0.67862 1.59291 -0.0587 -0.0223 0.0376 0.51
H 7.99047 1.21518 0.24765 0.0570 0.0710 0.0239 0.00
H 8.37604 -0.52136 0.20295 0.1025 -0.0554 -0.0121 0.02
C -2.60285 -6.72047 -4.50345 -0.0237 -0.2030 0.0089 -1.00
Cl -1.78851 -5.16330 -4.26392 -0.2506 0.0502 -0.0624 0.55
Cl -1.57025 -7.86682 -5.35607 -0.0301 0.0013 0.0291 0.52
H -2.85487 -7.13117 -3.53338 0.0804 0.0228 0.0400 0.03
H -3.49915 -6.55203 -5.08724 0.0463 0.0765 -0.0731 0.03
C -0.83734 8.76702 -1.82842 -0.1246 0.2292 -0.0674 -1.03
Cl 0.71108 7.96417 -1.57355 0.0530 -0.2726 0.1582 0.52
Cl -2.19945 7.81801 -1.22764 -0.0216 -0.0320 -0.0109 0.51
H -0.82137 9.71103 -1.29831 0.0226 -0.0088 0.0521 0.03
H -0.96541 8.93389 -2.89072 0.0062 -0.0889 -0.0292 0.02
C -4.48995 1.63949 -6.82604 -0.0809 0.1448 0.0362 -1.00
Cl -5.65579 0.41211 -6.30174 0.0902 -0.1828 -0.3329 0.54
Cl -5.26511 3.23166 -6.86631 0.1841 -0.0578 -0.0488 0.50
H -3.65919 1.65761 -6.12867 -0.0772 0.0296 0.1041 -0.02
H -4.13780 1.39426 -7.82025 -0.1195 -0.0320 -0.0542 0.03
```
Positions in Å, forces in eV/Å.

Values from the calculation:
DFT total energy   -16678.008126 a.u.
LUMO   -3.1 eV
Max |F|   2.406 eV Å⁻¹
Charge   +1
Kohn-Sham gap   7.771 eV